The following is a DFT calculation (ωB97M-V/def2-TZVPD) of a structure of composition C23H49LaN2O2P3 in a non-equilibrium geometry.

Maximum force: 0.0711 Eh/bohr
Gap between HOMO and LUMO: 0.1734 hartree
ΔE to the lowest compared entry with this formula, charge and spin: 0.0 kJ/mol
HOMO: -15.38 eV

Geometry as ORCA input:
```
! RIJCOSX wB97M-V def2-TZVPD def2/J DEFGRID3
* xyz 3 1
La -0.067 -0.557 -0.199
P 0.817 -3.454 -1.708
P 2.795 -0.296 -0.125
P -3.061 -0.251 -0.721
H 1.924 4.049 -0.729
C 0.885 4.347 -0.538
C 0.352 4.351 0.694
H 0.898 3.931 1.546
C 1.723 -3.195 -3.254
C 1.715 -4.639 -0.656
C -0.865 -3.983 -2.140
C 2.982 1.337 0.686
C 4.085 -1.315 0.667
C 3.533 0.080 -1.750
C -3.438 1.542 -0.533
C -4.546 -1.002 0.040
C -3.479 -0.470 -2.494
H 0.333 4.740 -1.404
H -0.666 4.701 0.884
H 1.148 -2.570 -3.964
H 1.934 -4.130 -3.808
H 2.707 -2.725 -3.082
H 1.891 -5.673 -0.973
H 1.154 -4.684 0.289
H 2.696 -4.201 -0.407
H -0.904 -4.915 -2.731
H -1.377 -3.211 -2.748
H -1.470 -4.132 -1.231
H 3.975 1.722 0.416
H 2.916 1.249 1.778
H 2.225 2.062 0.345
H 5.070 -0.899 0.414
H 4.031 -2.348 0.292
H 3.958 -1.325 1.759
H 4.502 0.568 -1.575
H 2.878 0.757 -2.316
H 3.677 -0.844 -2.325
H -4.268 1.832 -1.190
H -2.563 2.151 -0.798
H -3.720 1.769 0.504
H -5.457 -0.771 -0.530
H -4.663 -0.654 1.074
H -4.413 -2.091 0.061
H -4.485 -0.069 -2.683
H -3.461 -1.539 -2.744
H -2.754 0.048 -3.135
C -0.175 1.471 -2.910
C 0.503 0.693 -3.882
C 0.277 0.976 -5.226
C -0.586 2.017 -5.591
C -1.193 2.807 -4.612
C -0.934 2.594 -3.265
O -0.230 1.081 -1.618
H 0.868 -2.550 -0.402
H 1.143 -0.129 -3.542
H 0.773 0.376 -5.988
H -0.802 2.232 -6.638
H -1.872 3.610 -4.892
H -1.315 3.196 -2.439
C -2.356 1.331 2.981
N -1.362 0.770 3.874
C -1.473 1.108 5.280
C -0.697 0.133 6.122
C 0.703 0.033 5.588
N 0.662 -0.322 4.180
C 1.854 -0.937 3.627
C -0.326 0.089 3.366
O -0.277 -0.149 2.085
H -2.864 0.547 2.401
H -1.925 2.062 2.278
H -3.093 1.833 3.615
H -1.081 2.126 5.455
H -2.535 1.096 5.537
H -1.181 -0.850 6.162
H -0.662 0.507 7.146
H 1.281 -0.736 6.104
H 1.210 1.004 5.726
H 2.459 -0.221 3.046
H 2.458 -1.287 4.471
H 1.598 -1.804 3.002
*
```

The following is a DFT calculation (ωB97M-V/def2-TZVPD) of a structure of composition C23H49LuN2OP3S in a non-equilibrium geometry.

Maximum force: 0.0698 Eh/bohr
Gap between HOMO and LUMO (alpha / beta): 0.1379 / 0.1092 hartree
HOMO (alpha / beta): -15.28 / -15.29 eV

Geometry as ORCA input:
```
! RIJCOSX wB97M-V def2-TZVPD def2/J DEFGRID3
* xyz 3 1
Lu -0.067 -0.046 0.222
P -0.778 -2.375 -0.257
P 2.265 -0.316 -1.008
P -1.017 1.050 -2.043
H -4.972 6.338 5.653
C -5.698 6.153 4.859
C -6.632 5.172 4.978
H -6.677 4.543 5.870
C -0.585 -3.302 1.259
C 0.124 -3.320 -1.446
C -2.464 -2.593 -0.688
C 3.137 1.213 -0.859
C 3.280 -1.490 -0.258
C 2.252 -0.770 -2.686
C -2.633 1.735 -1.854
C -1.133 0.160 -3.546
C 0.038 2.459 -2.451
H -5.662 6.789 3.974
H -7.367 4.995 4.191
H -0.853 -2.718 2.162
H 0.459 -3.625 1.392
H -1.224 -4.180 1.186
H 1.209 -3.328 -1.275
H -0.054 -2.955 -2.472
H -0.256 -4.351 -1.374
H -3.130 -2.314 0.142
H -2.600 -3.664 -0.911
H -2.750 -2.005 -1.573
H 4.109 1.035 -1.337
H 3.287 1.494 0.196
H 2.625 2.050 -1.354
H 4.134 -1.607 -0.909
H 2.806 -2.481 -0.126
H 3.641 -1.191 0.753
H 3.306 -0.954 -2.924
H 1.871 0.025 -3.345
H 1.677 -1.683 -2.888
H -2.896 2.152 -2.819
H -2.669 2.523 -1.082
H -3.375 0.954 -1.586
H -1.220 0.917 -4.338
H -2.043 -0.460 -3.554
H -0.271 -0.484 -3.770
H -0.541 3.069 -3.155
H 0.963 2.106 -2.926
H 0.305 3.054 -1.568
C -2.407 2.060 1.666
C -1.594 3.186 1.412
C -1.763 4.371 2.116
C -2.765 4.477 3.091
C -3.587 3.377 3.346
C -3.415 2.190 2.646
S -2.302 0.540 0.897
H 0.553 1.657 0.246
H -0.816 3.107 0.649
H -1.120 5.227 1.908
H -2.904 5.415 3.647
H -4.370 3.444 4.099
H -4.052 1.333 2.846
C 0.587 -0.983 4.413
N 1.889 -1.432 3.821
C 2.943 -1.733 4.846
C 3.430 -3.163 4.667
C 3.916 -3.248 3.218
N 2.731 -2.975 2.304
C 2.768 -4.156 1.325
C 1.933 -1.877 2.585
O 1.237 -1.201 1.718
H 0.056 -1.876 4.716
H 0.754 -0.372 5.305
H -0.015 -0.441 3.674
H 3.769 -1.066 4.643
H 2.603 -1.593 5.846
H 2.648 -3.903 4.853
H 4.274 -3.339 5.302
H 4.363 -4.205 3.067
H 4.653 -2.486 3.034
H 3.746 -4.206 0.845
H 2.623 -5.083 1.886
H 2.032 -4.190 0.516
*
```

The following is a DFT calculation (ωB97M-V/def2-TZVPD) of an isolated molecule of C23H49N3.

Maximum force: 0.0115 Eh/bohr
Structure (SMILES): CCC[C@@H](CN[C@@H](CNC)[C@H](C)CC)NC[C@H]1CC[C@H](C(C)(C)C)CC1
Gap between HOMO and LUMO: 0.3393 hartree
ΔE to the lowest compared entry with this formula, charge and spin: 9.1 kJ/mol
HOMO: -8.39 eV

Geometry as ORCA input:
```
! RIJCOSX wB97M-V def2-TZVPD def2/J DEFGRID3
* xyz 0 1
C -2.310 4.529 2.944
C -1.262 4.114 1.918
C -0.280 3.094 2.488
C 0.706 2.607 1.419
C 1.822 1.735 2.039
N 1.285 0.434 2.381
C 2.254 -0.561 2.801
C 2.642 -0.413 4.287
N 1.491 -0.526 5.164
C 1.771 -0.108 6.523
C 1.751 -1.978 2.432
C 2.144 -2.278 0.985
C 0.233 -2.138 2.603
C -0.196 -3.598 2.705
N -0.039 1.910 0.388
C 0.663 1.707 -0.863
C -0.271 1.091 -1.910
C -0.545 -0.386 -1.634
C -1.471 -0.987 -2.689
C -0.860 -0.863 -4.089
C -1.683 -1.570 -5.199
C -0.901 -1.537 -6.519
C -3.049 -0.916 -5.423
C -1.901 -3.044 -4.831
C -0.612 0.624 -4.362
C 0.319 1.226 -3.313
H -2.888 3.666 3.268
H -1.836 4.970 3.819
H -2.994 5.260 2.519
H -1.746 3.673 1.046
H -0.712 4.997 1.584
H -0.841 2.240 2.872
H 0.274 3.539 3.317
H 1.177 3.485 0.958
H 2.268 2.275 2.892
H 2.612 1.584 1.296
H 0.597 0.534 3.121
H 3.175 -0.388 2.229
H 3.439 -1.137 4.531
H 3.059 0.590 4.429
H 1.176 -1.492 5.174
H 0.876 -0.250 7.126
H 2.603 -0.657 6.990
H 2.023 0.953 6.519
H 2.257 -2.697 3.086
H 3.227 -2.299 0.875
H 1.743 -1.503 0.336
H 1.753 -3.239 0.663
H -0.263 -1.670 1.753
H -0.096 -1.616 3.501
H -1.273 -3.664 2.839
H 0.283 -4.083 3.554
H 0.066 -4.152 1.807
H -0.311 1.009 0.772
H 1.560 1.071 -0.763
H 0.993 2.691 -1.214
H -1.218 1.639 -1.868
H -1.001 -0.504 -0.649
H 0.402 -0.932 -1.634
H -1.644 -2.034 -2.439
H -2.429 -0.466 -2.656
H 0.117 -1.362 -4.064
H -1.418 -2.127 -7.273
H -0.806 -0.525 -6.902
H 0.095 -1.953 -6.387
H -3.606 -1.478 -6.170
H -2.942 0.104 -5.781
H -3.633 -0.905 -4.506
H -2.608 -3.148 -4.013
H -2.302 -3.585 -5.685
H -0.962 -3.512 -4.543
H -0.165 0.764 -5.346
H -1.560 1.164 -4.338
H 1.286 0.716 -3.346
H 0.492 2.280 -3.542
*
```

The following is a DFT calculation (ωB97M-V/def2-TZVPD) of a cluster of 4 separate species, C23H50BClIN3O9P in total in a non-equilibrium geometry.

Maximum force: 0.0515 Eh/bohr
Gap between HOMO and LUMO: 0.2442 hartree
ΔE to the lowest compared entry with this formula, charge and spin: 66.4 kJ/mol
HOMO: -4.09 eV

Geometry as ORCA input:
```
! RIJCOSX wB97M-V def2-TZVPD def2/J DEFGRID3
* xyz -1 1
C -2.587 4.278 4.274
C -1.501 3.207 4.107
C -2.070 1.922 3.543
N -1.025 0.922 3.359
C -0.934 0.397 2.032
Cl -0.252 1.841 0.992
O -2.129 0.000 1.632
P -2.127 -1.361 0.497
I -4.616 -0.697 -0.186
C -2.922 -2.603 1.717
N -2.435 -3.952 1.372
B -1.717 -0.319 -1.113
O -2.014 1.011 -1.281
O -1.116 -0.993 -2.150
O -0.494 -1.713 0.977
C 0.008 -0.836 1.929
C -0.230 -1.568 3.334
O -0.220 -2.986 3.183
N 1.049 -3.514 3.058
O 1.042 -4.496 2.410
C 1.519 -0.511 1.935
C 2.336 -0.502 0.617
C 1.587 -0.542 -0.698
C 3.211 0.760 0.616
H -3.559 3.808 4.298
H -2.454 4.763 5.235
H -2.533 5.033 3.505
H -0.723 3.595 3.465
H -1.095 2.975 5.089
H -2.835 1.565 4.223
H -2.575 2.170 2.617
H -0.127 1.288 3.643
H -2.045 -2.506 -0.393
H -2.760 -2.376 2.764
H -3.986 -2.607 1.577
H -2.325 -4.495 2.219
H -3.173 -4.409 0.852
H -1.532 1.338 -2.055
H -1.266 -0.524 -2.987
H 0.479 -1.247 4.088
H -1.201 -1.351 3.732
H 1.612 0.467 2.390
H 2.045 -1.162 2.612
H 3.044 -1.322 0.635
H 2.321 -0.533 -1.501
H 1.025 -1.448 -0.832
H 0.932 0.301 -0.862
H 2.581 1.621 0.789
H 3.904 0.727 1.452
H 3.745 0.884 -0.319
C -4.698 -0.507 -6.634
C -4.922 -0.866 -5.166
C -3.557 -0.581 -4.566
O -2.988 0.490 -5.341
C -3.764 0.691 -6.521
H -5.614 -0.278 -7.177
H -4.193 -1.330 -7.147
H -5.670 -0.202 -4.728
H -5.245 -1.893 -5.008
H -2.896 -1.451 -4.647
H -3.612 -0.285 -3.519
H -4.330 1.623 -6.408
H -3.097 0.792 -7.379
C 6.623 -2.066 3.495
C 5.991 -3.212 2.712
C 4.528 -3.077 3.105
O 4.287 -1.692 3.360
C 5.537 -1.000 3.419
H 7.578 -1.729 3.093
H 6.777 -2.367 4.534
H 6.108 -3.042 1.639
H 6.407 -4.190 2.949
H 4.316 -3.625 4.029
H 3.847 -3.434 2.332
H 5.637 -0.390 2.514
H 5.540 -0.336 4.285
C 0.784 3.708 -4.658
C 1.820 3.511 -3.555
C 1.026 2.730 -2.516
O 0.072 1.953 -3.248
C 0.022 2.390 -4.608
H 1.216 3.908 -5.638
H 0.119 4.536 -4.401
H 2.651 2.906 -3.927
H 2.227 4.441 -3.160
H 0.481 3.399 -1.842
H 1.646 2.066 -1.914
H 0.503 1.629 -5.233
H -1.018 2.481 -4.919
*
```

The following is a DFT calculation (ωB97M-V/def2-TZVPD) of the ion C23H50BN2S2 with charge -1 in a non-equilibrium geometry.

Maximum force: 0.0263 Eh/bohr
Gap between HOMO and LUMO: 0.2084 hartree
HOMO: -3.39 eV

Geometry as ORCA input:
```
! RIJCOSX wB97M-V def2-TZVPD def2/J DEFGRID3
* xyz -1 1
C 2.276 -4.312 1.099
C 3.373 -3.672 1.956
C 3.230 -2.142 1.947
C 2.107 -1.629 2.868
C 1.093 -0.675 2.178
C -0.359 -1.154 2.245
C -0.749 -2.086 1.074
C -1.907 -1.585 0.190
N -1.443 -1.274 -1.169
C -2.506 -1.329 -2.195
C -3.486 -0.159 -2.203
C -4.766 -0.393 -1.390
C -5.427 0.959 -1.046
C -6.933 0.789 -0.875
C -7.620 1.872 -0.042
C -6.948 2.159 1.294
C -6.722 0.913 2.136
C -0.648 -0.152 -1.280
S -0.624 1.119 -0.264
S 0.418 -0.116 -2.721
C 1.826 -1.150 -2.146
C 2.908 -0.314 -1.473
C 3.715 0.540 -2.455
B 5.203 0.906 -1.796
N 5.425 2.464 -1.687
C 6.505 2.787 -0.755
C 5.963 3.334 0.561
C 5.698 4.854 0.471
H 1.342 -4.299 1.650
H 2.181 -3.771 0.165
H 2.543 -5.339 0.865
H 3.309 -4.040 2.976
H 4.339 -3.901 1.518
H 4.170 -1.674 2.215
H 3.044 -1.844 0.919
H 1.562 -2.460 3.311
H 2.603 -1.056 3.643
H 1.384 -0.555 1.140
H 1.197 0.311 2.620
H -0.450 -1.701 3.182
H -1.048 -0.317 2.298
H -0.954 -3.084 1.449
H 0.113 -2.180 0.426
H -2.443 -0.765 0.667
H -2.587 -2.424 0.080
H -3.076 -2.233 -1.998
H -2.021 -1.453 -3.156
H -3.799 -0.015 -3.235
H -3.038 0.780 -1.895
H -5.480 -0.916 -2.018
H -4.581 -0.924 -0.462
H -5.209 1.684 -1.825
H -4.944 1.309 -0.138
H -7.375 0.834 -1.869
H -7.165 -0.197 -0.488
H -8.627 1.519 0.186
H -7.746 2.787 -0.611
H -6.000 2.660 1.121
H -7.570 2.843 1.869
H -6.375 1.234 3.115
H -7.660 0.393 2.303
H -5.958 0.255 1.734
H 2.208 -1.656 -3.021
H 1.396 -1.864 -1.441
H 2.453 0.294 -0.696
H 3.600 -1.036 -1.039
H 3.191 1.472 -2.659
H 3.834 -0.058 -3.358
H 5.281 0.451 -0.661
H 6.104 0.463 -2.529
H 5.693 2.832 -2.590
H 7.160 3.536 -1.208
H 7.119 1.905 -0.544
H 6.748 3.168 1.300
H 5.056 2.807 0.827
H 4.719 5.099 0.872
H 5.723 5.158 -0.568
H 6.433 5.413 1.040
*
```

The following is a DFT calculation (ωB97M-V/def2-TZVPD) of a cluster of 5 separate species, C23H50BrN2O4 in total in a non-equilibrium geometry.

Maximum force: 0.0514 Eh/bohr
Gap between HOMO and LUMO: 0.2265 hartree
ΔE to the lowest compared entry with this formula, charge and spin: 0.0 kJ/mol
HOMO: -11.25 eV

Geometry as ORCA input:
```
! RIJCOSX wB97M-V def2-TZVPD def2/J DEFGRID3
* xyz 1 1
C -3.760 2.156 -0.620
C -2.781 1.251 -1.448
C -2.114 1.961 -2.660
Br -3.290 3.261 -3.543
C -1.507 0.981 -3.662
C -1.843 -0.404 -3.720
C -1.118 -1.088 -4.722
N -0.243 -0.490 -5.504
N 0.094 0.783 -5.550
C -0.559 1.447 -4.625
H -4.787 1.949 -0.963
H -3.667 1.829 0.436
H -3.505 3.228 -0.649
H -1.954 0.954 -0.766
H -3.334 0.328 -1.699
H -1.265 2.548 -2.247
H -2.550 -0.890 -3.044
H -1.292 -2.166 -4.853
H 0.256 -1.077 -6.177
H -0.315 2.523 -4.577
C 4.787 5.012 -2.728
C 3.746 4.094 -2.113
O 2.515 4.066 -2.823
C 2.575 3.626 -4.167
C 3.094 2.205 -4.321
H 4.394 6.025 -2.827
H 5.681 5.042 -2.105
H 5.087 4.677 -3.724
H 3.509 4.450 -1.109
H 4.140 3.079 -1.995
H 3.160 4.324 -4.773
H 1.551 3.672 -4.547
H 4.128 2.114 -3.989
H 3.051 1.897 -5.368
H 2.494 1.512 -3.725
C 0.061 -1.137 3.301
C -1.194 -1.569 2.566
O -1.274 -1.063 1.238
C -0.233 -1.447 0.360
C -0.133 -2.950 0.153
H 0.142 -0.048 3.310
H 0.041 -1.497 4.331
H 0.963 -1.531 2.828
H -2.064 -1.181 3.097
H -1.296 -2.659 2.565
H 0.723 -1.032 0.697
H -0.454 -0.974 -0.603
H 0.122 -3.469 1.077
H 0.640 -3.181 -0.584
H -1.085 -3.353 -0.199
C 3.172 1.738 1.111
C 1.807 2.118 1.659
O 1.790 2.321 3.058
C 2.632 3.350 3.555
C 2.305 4.727 3.003
H 3.555 0.850 1.619
H 3.107 1.530 0.040
H 3.902 2.537 1.251
H 1.108 1.302 1.461
H 1.408 2.999 1.141
H 3.683 3.098 3.382
H 2.491 3.362 4.636
H 2.465 4.780 1.924
H 2.938 5.483 3.471
H 1.260 4.978 3.193
C -4.589 -5.464 2.581
C -3.077 -5.409 2.444
O -2.400 -5.198 3.672
C -2.597 -6.181 4.676
C -2.142 -7.571 4.268
H -4.963 -4.556 3.059
H -5.055 -5.562 1.600
H -4.910 -6.311 3.189
H -2.812 -4.568 1.800
H -2.695 -6.309 1.950
H -3.642 -6.190 5.000
H -2.009 -5.857 5.537
H -2.724 -7.959 3.429
H -2.254 -8.266 5.101
H -1.094 -7.557 3.961
*
```

no.,E (Ha)
1,-2220.5202
2,-3747.2240
3,-1070.0460
4,-2871.9033
5,-1837.0734
6,-3890.4774